Below is a cluster of 2 separate species, C4H9O3 in total at a distorted geometry, with properties calculated with ωB97M-V with the def2-TZVPD basis set.

Geometry as ORCA input:
```
! wB97M-V def2-TZVPD RIJCOSX def2/J DEFGRID3
* xyz -1 1
C 1.73939 0.81704 -0.03210
C 2.43726 1.86221 0.81104
O 0.67018 0.35659 0.74070
H 1.36590 1.07543 -1.03948
H 2.31683 -0.01106 -0.44670
H 3.45091 2.00971 0.42578
H -0.05596 0.30139 0.04991
H 2.50943 1.60618 1.89875
H 1.98499 2.82823 0.89504
C -2.56314 -2.15272 -0.58925
C -2.07451 -0.72560 -0.32285
O -1.15417 -0.19333 -0.99765
O -2.75818 -0.15489 0.60287
H -2.22385 -2.47202 -1.55555
H -3.66880 -2.22964 -0.45948
H -1.97628 -2.91750 0.01896
*
```

Properties
Energy relative to the best compared isomer or geometry (same formula, charge and spin): 107.59 kJ/mol
Orbital gap: 0.3016 hartree
LUMO energy: 0.147 Eh
Max |F|: 3.41 eV/Å

=====

Below is the ion C4H9N3S with charge +2 at a distorted geometry, with properties calculated with ωB97M-V with the def2-TZVPD basis set.

Geometry as ORCA input:
```
! wB97M-V def2-TZVPD RIJCOSX def2/J DEFGRID3
* xyz 2 1
C -0.06370 0.39781 0.78787
C -1.41901 -0.01966 1.16871
C -1.59545 1.15920 -1.33093
C 1.26638 -1.05413 -0.90911
N -0.49271 0.30060 -1.57883
N 0.20021 -0.13501 -0.68566
N 0.97628 0.63267 1.52735
S -1.66454 1.62857 0.44727
H -1.89297 -0.98622 0.88279
H -1.58031 -0.05429 2.16154
H -1.53162 2.04437 -1.79093
H -2.62122 0.67705 -1.53308
H 1.47993 -1.59359 -0.00348
H 2.01383 -0.41755 -1.13348
H 1.10667 -1.79296 -1.82591
H 0.85107 0.64066 2.49512
H 1.81094 1.06274 1.15494
*
```

Properties
Energy relative to the best compared isomer or geometry (same formula, charge and spin): 330.23 kJ/mol
Orbital gap: 0.3429 hartree
LUMO energy: -0.377 Eh
Max |F|: 4.92 eV/Å

=====

Below is a structure of composition C14H18FO18Zn at a distorted geometry, with properties calculated with ωB97M-V with the def2-TZVPD basis set.

Geometry as ORCA input:
```
! wB97M-V def2-TZVPD RIJCOSX def2/J DEFGRID3
* xyz -1 1
Zn 1.61218 -0.92305 -0.43249
O 2.75438 -4.73635 0.98220
C 2.93504 -3.58117 0.38003
O 2.19591 -2.59188 0.51632
O 3.95698 -3.49114 -0.31539
H 3.57286 -5.15689 0.70863
O 1.81938 -2.22067 -4.45074
C 2.48702 -2.16573 -3.32926
O 2.04004 -1.50877 -2.39131
O 3.60741 -2.65452 -3.27411
H 2.45196 -2.60233 -5.06374
O 5.30657 1.22733 -0.23304
C 4.50639 0.27228 -0.54242
O 5.04156 -0.72587 -1.06624
O 3.27959 0.29742 -0.37905
H 6.19481 0.90104 -0.39481
C -1.52004 5.04333 -1.39160
C -1.80605 3.49492 -1.53411
C -1.86966 2.85588 -2.93713
O -1.19790 1.61450 -2.79033
C -0.37072 1.77419 -1.71408
O 0.43235 0.90198 -1.29136
O -0.56637 2.93668 -1.11921
H -0.84846 5.50219 -2.11722
H -1.05425 5.16019 -0.41309
H -2.48670 5.54638 -1.36672
H -2.66514 3.16188 -0.95175
H -1.41485 3.44718 -3.73187
H -2.91865 2.66318 -3.16207
C -3.92546 -3.31716 1.39411
C -3.55017 -2.48550 0.17837
C -3.57537 -0.98269 0.37192
O -2.25506 -0.62821 0.10970
C -1.55290 -1.75724 -0.22556
O -0.41113 -1.66137 -0.62589
O -2.19801 -2.82180 -0.00055
H -4.86652 -3.04334 1.87113
H -3.09729 -3.14662 2.08194
H -3.98118 -4.39022 1.21094
H -4.09986 -2.88232 -0.67514
H -3.82214 -0.81479 1.42026
H -4.30227 -0.44264 -0.23477
C -0.15064 1.97977 3.92378
C 1.26710 1.57864 4.38075
O 1.75860 0.77334 3.33238
C 0.74744 0.53339 2.51217
O 0.82985 -0.21521 1.51829
O -0.31089 1.21019 2.82002
F 1.14360 0.82116 5.43827
H -0.17070 3.04067 3.67438
H -0.90437 1.82172 4.69514
H 1.95170 2.38803 4.63434
*
```

Properties
Energy relative to the best compared isomer or geometry (same formula, charge and spin): 342.00 kJ/mol
Orbital gap: 0.1779 hartree
LUMO energy: 0.057 Eh
Max |F|: 7.64 eV/Å

=====

Below is a cluster of 2 separate species, C4H11NO3 in total at a distorted geometry, with properties calculated with ωB97M-V with the def2-TZVPD basis set.

Geometry as ORCA input:
```
! wB97M-V def2-TZVPD RIJCOSX def2/J DEFGRID3
* xyz 0 1
O 1.24101 2.35158 -1.21738
C 1.34777 1.11372 -0.97568
O 2.66869 0.83158 -0.31777
C 0.13450 0.36518 -0.26220
C 0.46796 -1.08840 0.15171
C -0.55783 -1.50715 1.25648
N -1.05201 0.58233 -1.02746
H 1.49496 0.51395 -1.86571
H -0.03594 1.04696 0.59397
H 1.52691 -1.10431 0.40489
H 0.41452 -1.69102 -0.77996
H -1.02635 -0.53255 1.56341
H -1.41368 -2.11784 0.92162
H -0.06589 -2.05924 2.08866
H -1.93400 0.47550 -0.48547
H -1.02692 0.05053 -1.97939
H 3.21378 1.44246 -0.76117
H -3.11963 0.85465 1.19130
O -2.27785 0.47207 1.50014
*
```

Properties
Energy relative to the best compared isomer or geometry (same formula, charge and spin): 886.20 kJ/mol
Orbital gap: 0.1542 hartree
LUMO energy: -0.168 Eh
Max |F|: 5.54 eV/Å